(1)
DFT (ωB97M-V with the def2-TZVPD basis set) results for a molecular structure, C31H33FeN2S in a non-equilibrium geometry.

Calculated values
DFT total energy ... -80878.45317 eV
Charge ... -1
HOMO-LUMO gap (alpha / beta) ... 3.4 / 6.4 eV
Spin multiplicity ... 5
Energy relative to the best compared isomer or geometry (same formula, charge and spin) ... 21.9 kcal/mol
LUMO (alpha / beta) ... 0.098 / 0.097 hartree

Element x y z (Å)
C 1.86617 1.70329 4.40309
C 1.18091 0.58323 3.61690
C 1.96158 -0.71612 3.68624
C 0.90141 0.98836 2.16751
C 0.23789 2.35430 2.13208
N -0.15566 2.69539 0.77657
C -0.54187 4.00978 0.44244
C -0.97438 4.07142 -0.87324
C -1.35631 5.29429 -1.42837
C -1.29627 6.44525 -0.62501
C -0.89376 6.36675 0.71387
C -0.52619 5.12964 1.27915
S -0.94854 2.45690 -1.62516
C -0.40820 1.76163 -0.16067
N -0.33996 0.45844 0.12710
C 0.09786 -0.06856 1.41696
C -1.10152 -0.62095 2.15179
C -1.15826 -1.97767 2.47946
C -2.21468 -2.44304 3.26087
C -3.21057 -1.57354 3.70036
C -3.17220 -0.23179 3.32868
C -2.13919 0.24178 2.51655
H 2.77552 2.05585 3.90129
H 1.20528 2.56509 4.56014
H 2.14930 1.33987 5.39527
H 0.19634 0.42359 4.09006
H 2.87355 -0.65633 3.08993
H 2.24156 -0.91367 4.71933
H 1.37301 -1.56344 3.33925
H 1.87459 1.09556 1.64551
H -0.63231 2.39769 2.81212
H 0.94778 3.12020 2.47961
H -1.66996 5.31546 -2.47033
H -1.56234 7.40405 -1.05618
H -0.85358 7.26926 1.32340
H -0.23300 5.03882 2.33356
H 0.78295 -0.87154 1.12866
H -0.39045 -2.65440 2.08763
H -2.24580 -3.49659 3.51983
H -4.02088 -1.93964 4.32581
H -3.94149 0.46538 3.64391
H -2.15208 1.26923 2.13278
C -0.95423 -0.46697 -2.35946
C -0.95505 -1.59149 -1.58230
C -0.01531 -2.67512 -1.95675
C -0.31292 -3.95567 -2.60072
C 0.92587 -4.70627 -2.73201
C 2.00421 -3.87165 -2.24714
C 1.42154 -2.59855 -1.81589
Fe 1.00430 -2.97261 -3.68809
C 0.78084 -1.30815 -4.76085
C 0.01060 -2.41406 -5.30305
C 0.93478 -3.50235 -5.58428
C 2.27000 -3.06362 -5.20849
C 2.17107 -1.70789 -4.69817
H -1.87398 0.06664 -2.60624
H -0.94606 -0.09384 -0.46014
H 0.00329 0.00188 -2.59519
H -1.85754 -1.95472 -1.01367
H -1.32128 -4.30094 -2.83758
H 1.00875 -5.74594 -3.04451
H 3.04659 -4.15575 -2.12612
H 1.90600 -1.74168 -1.34845
H 0.39434 -0.32003 -4.53866
H -1.05011 -2.38857 -5.54181
H 0.68242 -4.44122 -6.07060
H 3.19403 -3.61588 -5.36375
H 3.00162 -1.06875 -4.40483

Mulliken atomic charge list, values in e, 6 entries: -1.7434, 0.8780, -1.4787, 0.8494, -2.4386, 0.3403

(2)
DFT (ωB97M-V with the def2-TZVPD basis set) results for a single C6H4O molecule in a non-equilibrium geometry.

Calculated values
DFT total energy ... -8328.77413 eV
HOMO-LUMO gap ... 10.2 eV
SMILES ... C#CC(=O)C#CC
Spin multiplicity ... 1
Energy relative to the best compared isomer or geometry (same formula, charge and spin) ... 84.5 kcal/mol
LUMO ... 0.004 hartree

Element x y z (Å)
C -2.35637 -0.14650 -0.82363
C -1.04283 0.09222 -0.24747
C 0.01970 0.29607 0.28022
C 1.22883 0.49864 1.03691
O 1.60136 1.56711 1.45375
C 2.04213 -0.76574 1.16952
C 2.93869 -0.63472 0.34810
H -2.62328 0.64905 -1.52400
H -3.09691 -0.15980 -0.01784
H -2.38976 -1.10831 -1.34223
H 3.67843 -0.28801 -0.33333

Mulliken atomic charge list, values in e, 6 entries: -1.2342, 1.1444, -0.1320, 0.0451, -0.4937, -0.5006

(3)
DFT (ωB97M-V with the def2-TZVPD basis set) results for a molecular structure, C29H30CrN5P2Se2 in a non-equilibrium geometry.

Calculated values
DFT total energy ... -215696.89779 eV
Charge ... +1
HOMO-LUMO gap (alpha / beta) ... 6.2 / 6.3 eV
Spin multiplicity ... 5
LUMO (alpha / beta) ... -0.117 / -0.115 hartree

Element x y z (Å)
Cr 7.79355 15.18974 12.71444
Se 5.20624 10.55614 8.31266
P 6.87868 10.22488 9.61906
C 8.31154 9.82103 8.63199
C 8.51855 10.42879 7.40152
C 9.47135 9.90228 6.51155
C 10.03304 8.64098 6.69073
C 9.78770 8.01220 7.91514
C 9.00182 8.60765 8.90166
C 6.58188 8.86938 10.77442
C 7.13856 8.89177 12.06830
C 6.95017 7.79693 12.90117
C 6.13906 6.70698 12.50246
C 5.53188 6.76768 11.25980
C 5.74402 7.82978 10.38089
C 6.85274 11.73154 10.62952
C 7.71530 12.76313 10.84979
N 7.09311 13.59018 11.82300
N 5.92461 13.01889 12.16330
N 5.78045 11.90638 11.50731
P 9.44090 13.03723 10.39075
Se 9.63589 15.09407 11.09565
C 10.59161 11.97718 11.33835
C 10.91637 10.66581 10.92881
C 11.47252 9.77902 11.84303
C 11.91149 10.19637 13.09955
C 11.71641 11.51826 13.44101
C 11.03210 12.39913 12.60905
C 9.77143 13.19309 8.57274
C 8.70054 13.69029 7.77625
C 8.98185 14.17714 6.48484
C 10.30738 14.17809 6.01334
C 11.32964 13.60407 6.76724
C 11.06183 13.03974 8.03941
H 7.92379 11.29488 7.09741
H 9.75556 10.55700 5.69092
H 10.62945 8.12379 5.94199
H 10.22082 7.01520 8.09370
H 8.89150 8.12349 9.86250
H 7.60431 9.79643 12.47644
H 7.43134 7.81724 13.84974
H 5.95798 5.84320 13.15191
H 4.88996 5.94968 10.98360
H 5.11471 7.93125 9.50202
H 10.82013 10.39035 9.87393
H 11.52146 8.71902 11.65214
H 12.41593 9.50405 13.75460
H 12.08070 11.90620 14.38777
H 10.88124 13.41762 12.94674
H 7.68845 13.76476 8.23101
H 8.18411 14.59431 5.88285
H 10.55863 14.61677 5.04249
H 12.36534 13.68809 6.44182
H 11.81013 12.54731 8.64664
N 7.05572 15.32004 14.72700
C 5.66873 15.73011 14.89724
C 5.41942 17.10904 14.26648
C 5.25419 17.26306 12.77001
N 6.37434 16.77662 11.94637
H 7.22337 14.42989 15.23162
H 7.69197 15.98715 15.20614
H 5.53471 15.79004 15.98593
H 5.00650 14.91141 14.60525
H 6.21747 17.79388 14.61081
H 4.50863 17.50716 14.71916
H 5.11547 18.31446 12.58376
H 4.31919 16.76188 12.44775
H 6.88627 17.54787 11.52715
H 5.96868 16.30138 11.14092

Mulliken atomic charge list, values in e, 6 entries: 0.6430, -0.3651, 0.3322, 1.2959, -0.6205, -0.6641

(4)
DFT (ωB97M-V with the def2-TZVPD basis set) results for a molecular structure, C16H24As3F18MnO12 in a non-equilibrium geometry.

Calculated values
DFT total energy ... -304317.47436 eV
Charge ... -1
HOMO-LUMO gap (alpha / beta) ... 9.3 / 10.4 eV
Spin multiplicity ... 6
LUMO (alpha / beta) ... 0.056 / 0.056 hartree

Element x y z (Å)
Mn 0.62948 -0.21982 -1.40582
As -1.05315 -3.15946 -3.28409
F -2.32251 -3.17723 -2.10902
F -1.62919 -4.66647 -3.90127
F 0.20310 -3.10546 -4.42552
F -0.41161 -1.61642 -2.59252
F -0.03934 -3.98224 -2.15050
F -2.02226 -2.23342 -4.35738
As 4.00842 -1.80835 -1.66283
F 3.61712 -3.28284 -0.85663
F 4.14739 -1.04366 -0.11004
F 4.37685 -0.34815 -2.47299
F 3.69178 -2.55180 -3.15512
F 2.27219 -1.31274 -1.56478
F 5.67156 -2.24445 -1.68006
As 1.50989 0.98288 -4.79410
F 1.46838 0.70383 -2.99495
F -0.08845 0.31347 -4.83486
F 1.53239 1.29631 -6.49280
F 3.05333 1.70591 -4.61812
F 2.11839 -0.59601 -4.98494
F 0.76740 2.53286 -4.49806
C -2.90845 5.48841 -0.75346
C -1.45484 5.10763 -0.89089
C -0.77490 4.83147 0.46737
O -0.05716 3.63307 0.27121
C -0.35594 3.12568 -0.94596
O 0.07553 2.10348 -1.35108
O -1.41952 3.77953 -1.46025
H -3.41255 4.83650 -0.03539
H -3.45016 5.40827 -1.69138
H -2.96129 6.45387 -0.24131
H -0.84676 5.76766 -1.50570
H -1.39808 4.65184 1.34662
H -0.20358 5.73099 0.72025
C -5.44321 -2.16617 -0.10030
C -4.76745 -0.88199 -0.54888
C -4.66564 0.19807 0.52524
O -3.34816 0.69171 0.43663
C -2.65177 -0.10957 -0.41467
O -1.48486 0.02942 -0.61827
O -3.42098 -1.03040 -0.97627
H -5.29024 -2.92289 -0.86874
H -6.49578 -1.95051 0.06392
H -4.93357 -2.52809 0.79596
H -5.38125 -0.52255 -1.38074
H -4.93063 -0.23507 1.50131
H -5.43234 0.97469 0.46915
C 0.22710 -2.99256 4.45369
C 0.57530 -3.67417 3.13539
C -0.65773 -4.18335 2.35976
O -0.76127 -3.30640 1.25959
C 0.33452 -2.52610 1.19978
O 0.58870 -1.78319 0.31237
O 1.17269 -2.75793 2.21916
H 0.94695 -2.25324 4.79960
H 0.12896 -3.76883 5.21631
H -0.74146 -2.48718 4.39232
H 1.32199 -4.43087 3.37046
H -1.53163 -4.19727 3.00729
H -0.43703 -5.21133 2.06898
C 4.67590 1.01343 3.76435
C 3.23412 1.40550 3.46977
C 3.05536 2.83044 2.89238
O 2.72170 2.55528 1.53537
C 2.38776 1.25551 1.39287
O 1.84230 0.79835 0.45074
O 2.72116 0.53852 2.48412
H 4.73838 0.05466 4.28444
H 5.23073 1.73177 4.36986
H 5.23112 0.82421 2.84022
H 2.77446 1.33045 4.45983
H 3.98650 3.36229 3.04640
H 2.14580 3.22024 3.34697

Mulliken atomic charge list, values in e, 6 entries: 1.7169, 2.2244, -0.4798, -0.5307, -0.4711, -0.8337

(5)
DFT (ωB97M-V with the def2-TZVPD basis set) results for a molecular structure, C38H33Br2HgP2Si.

Calculated values
DFT total energy ... -210656.47097 eV
HOMO-LUMO gap (alpha / beta) ... 7.0 / 6.7 eV
Spin multiplicity ... 2
Energy relative to the best compared isomer or geometry (same formula, charge and spin) ... 4.6 kcal/mol
LUMO (alpha / beta) ... 0.018 / -0.028 hartree

Element x y z (Å)
Hg -1.21348 2.12428 -2.29338
C -3.05275 -1.65725 -2.48541
Si -1.83089 -1.04510 -1.16291
C -2.77046 -1.20284 0.48992
C -4.02604 -1.82222 0.51093
C -4.80492 -1.83469 1.65501
C -4.35240 -1.21753 2.81272
C -3.10409 -0.62056 2.82679
C -2.31844 -0.60526 1.67688
P -0.65589 0.16533 1.64824
C -0.08080 -0.39464 3.30425
C -0.03206 0.35614 4.47409
C 0.38196 -0.22921 5.66418
C 0.72764 -1.57067 5.70243
C 0.66181 -2.33282 4.54407
C 0.27329 -1.74417 3.35332
C -1.06182 1.93677 1.87279
C -2.28441 2.43588 1.41978
C -2.57060 3.78982 1.50467
C -1.63728 4.66470 2.04081
C -0.40502 4.18551 2.45805
C -0.11033 2.83351 2.36012
C -0.29614 -2.16817 -1.34634
C -0.48753 -3.54878 -1.46509
C 0.55387 -4.39689 -1.79903
C 1.81619 -3.87804 -2.05218
C 2.03640 -2.51762 -1.92606
C 0.99744 -1.65960 -1.55848
P 1.31370 0.14113 -1.37484
C 2.56006 0.19452 -0.02569
C 3.05494 -0.89555 0.68217
C 3.92526 -0.70404 1.74788
C 4.31054 0.57277 2.12195
C 3.80738 1.66922 1.43517
C 2.93370 1.48084 0.37728
C 2.35029 0.40181 -2.87351
C 3.66330 0.86255 -2.86983
C 4.30906 1.15023 -4.06606
C 3.65396 0.98073 -5.27524
C 2.34719 0.51027 -5.28903
C 1.70023 0.22812 -4.09825
H -3.18035 -2.74162 -2.41701
H -2.68402 -1.43027 -3.48645
H -4.03152 -1.19044 -2.36705
H -4.40215 -2.30337 -0.38471
H -5.77139 -2.32348 1.64216
H -4.96753 -1.20701 3.70376
H -2.73669 -0.15815 3.73420
H -0.33677 1.39358 4.46456
H 0.42545 0.36790 6.56668
H 1.03189 -2.02749 6.63570
H 0.91457 -3.38559 4.56982
H 0.22568 -2.33419 2.44320
H -3.01745 1.76294 0.99364
H -3.52245 4.15889 1.14443
H -1.86465 5.71954 2.12758
H 0.33462 4.87072 2.85349
H 0.86776 2.46855 2.65157
H -1.47206 -3.97034 -1.29165
H 0.37821 -5.46262 -1.87805
H 2.62818 -4.52933 -2.35090
H 3.01966 -2.10644 -2.12046
H 2.75783 -1.90157 0.42149
H 4.29626 -1.56339 2.29276
H 4.99068 0.71389 2.95212
H 4.09533 2.67061 1.73200
H 2.51544 2.33268 -0.15078
H 4.18643 0.98806 -1.93056
H 5.33088 1.50920 -4.05122
H 4.15923 1.21258 -6.20403
H 1.82916 0.36865 -6.22952
H 0.67884 -0.14041 -4.11175
Br -2.52483 1.13719 -5.66624
C -3.35912 2.86223 -5.44918
Br -4.55757 2.93553 -3.93231
H -3.94080 3.06843 -6.33666
H -2.57963 3.59608 -5.29276

Mulliken atomic charge list, values in e, 6 entries: 0.0179, -1.2783, 0.5998, 0.5163, -0.6056, -0.8125

What did the first record say?
DFT (ωB97M-V with the def2-TZVPD basis set) results for a molecular structure, C31H33FeN2S in a non-equilibrium geometry.

Calculated values
DFT total energy ... -80878.45317 eV
Charge ... -1
HOMO-LUMO gap (alpha / beta) ... 3.4 / 6.4 eV
Spin multiplicity ... 5
Energy relative to the best compared isomer or geometry (same formula, charge and spin) ... 21.9 kcal/mol
LUMO (alpha / beta) ... 0.098 / 0.097 hartree

Element x y z (Å)
C 1.86617 1.70329 4.40309
C 1.18091 0.58323 3.61690
C 1.96158 -0.71612 3.68624
C 0.90141 0.98836 2.16751
C 0.23789 2.35430 2.13208
N -0.15566 2.69539 0.77657
C -0.54187 4.00978 0.44244
C -0.97438 4.07142 -0.87324
C -1.35631 5.29429 -1.42837
C -1.29627 6.44525 -0.62501
C -0.89376 6.36675 0.71387
C -0.52619 5.12964 1.27915
S -0.94854 2.45690 -1.62516
C -0.40820 1.76163 -0.16067
N -0.33996 0.45844 0.12710
C 0.09786 -0.06856 1.41696
C -1.10152 -0.62095 2.15179
C -1.15826 -1.97767 2.47946
C -2.21468 -2.44304 3.26087
C -3.21057 -1.57354 3.70036
C -3.17220 -0.23179 3.32868
C -2.13919 0.24178 2.51655
H 2.77552 2.05585 3.90129
H 1.20528 2.56509 4.56014
H 2.14930 1.33987 5.39527
H 0.19634 0.42359 4.09006
H 2.87355 -0.65633 3.08993
H 2.24156 -0.91367 4.71933
H 1.37301 -1.56344 3.33925
H 1.87459 1.09556 1.64551
H -0.63231 2.39769 2.81212
H 0.94778 3.12020 2.47961
H -1.66996 5.31546 -2.47033
H -1.56234 7.40405 -1.05618
H -0.85358 7.26926 1.32340
H -0.23300 5.03882 2.33356
H 0.78295 -0.87154 1.12866
H -0.39045 -2.65440 2.08763
H -2.24580 -3.49659 3.51983
H -4.02088 -1.93964 4.32581
H -3.94149 0.46538 3.64391
H -2.15208 1.26923 2.13278
C -0.95423 -0.46697 -2.35946
C -0.95505 -1.59149 -1.58230
C -0.01531 -2.67512 -1.95675
C -0.31292 -3.95567 -2.60072
C 0.92587 -4.70627 -2.73201
C 2.00421 -3.87165 -2.24714
C 1.42154 -2.59855 -1.81589
Fe 1.00430 -2.97261 -3.68809
C 0.78084 -1.30815 -4.76085
C 0.01060 -2.41406 -5.30305
C 0.93478 -3.50235 -5.58428
C 2.27000 -3.06362 -5.20849
C 2.17107 -1.70789 -4.69817
H -1.87398 0.06664 -2.60624
H -0.94606 -0.09384 -0.46014
H 0.00329 0.00188 -2.59519
H -1.85754 -1.95472 -1.01367
H -1.32128 -4.30094 -2.83758
H 1.00875 -5.74594 -3.04451
H 3.04659 -4.15575 -2.12612
H 1.90600 -1.74168 -1.34845
H 0.39434 -0.32003 -4.53866
H -1.05011 -2.38857 -5.54181
H 0.68242 -4.44122 -6.07060
H 3.19403 -3.61588 -5.36375
H 3.00162 -1.06875 -4.40483

Mulliken atomic charge list, values in e, 6 entries: -1.7434, 0.8780, -1.4787, 0.8494, -2.4386, 0.3403

spin multiplicity of number 3 (C29H30CrN5P2Se2)? 5